Version a
Density functional theory data (ωB97M-V with the def2-TZVPD basis set) for a 12-piece molecular cluster, H25O12 overall.

Last column: Löwdin charge in e.
Cartesian coordinates (Å):
O: 3.117 0.327 -0.657  -0.0847
H: -1.453 3.073 2.107  0.1039
H: 3.200 1.093 -1.240  0.0421
O: 0.700 -2.406 -0.559  -0.0179
H: 0.350 -3.108 -1.066  0.0397
H: 0.710 2.692 0.264  0.0266
O: -3.071 -0.091 0.701  0.1093
H: 1.625 1.439 2.931  -0.0203
O: 2.655 -3.081 1.355  -0.0387
H: -3.742 0.269 1.381  0.1422
H: 2.701 -4.001 1.108  0.0631
O: -2.498 0.506 -3.636  -0.0791
H: -3.237 -0.177 -3.717  0.0985
H: -2.068 -0.096 -4.250  0.0408
O: -1.815 -3.907 -0.651  -0.0087
H: -2.675 -3.550 -0.665  0.0247
H: -1.583 -4.753 -0.329  0.0364
O: 0.170 3.431 0.160  0.1339
H: -3.157 0.663 0.095  0.0778
H: -0.408 0.459 -1.625  0.0431
O: -1.459 2.162 1.808  0.1418
H: -0.773 1.773 2.420  0.1114
H: 1.455 -2.744 -0.008  0.0532
O: 1.672 2.323 3.189  0.0643
H: 4.017 -0.133 -0.644  0.0905
H: 2.290 2.406 3.871  0.0460
O: -0.031 1.356 -2.701  -0.0058
H: -0.362 1.223 -3.578  0.0610
H: -0.382 2.250 -2.350  0.1429
O: -0.271 0.027 -0.708  0.0736
H: 3.577 -2.720 1.267  0.1053
H: 0.459 0.242 -0.077  0.0797
O: 0.705 -0.231 1.808  -0.0324
H: -0.621 3.485 0.649  0.0153
H: 1.133 -1.109 1.710  0.0670
H: 0.092 -1.027 -0.962  0.1851
H: -0.196 -0.559 1.909  0.0683

Properties
HOMO-LUMO gap (spin up / spin down) = 10.9 / 3.1 eV
Spin multiplicity = 2
Charge = +2

***

Version b
Density functional theory data (ωB97M-V with the def2-TZVPD basis set) for a 12-piece molecular cluster, H25O12 overall.

Last column: Löwdin charge in e.
Cartesian coordinates (Å):
O: 2.342 2.583 1.400  -0.0058
H: 2.475 -2.774 0.696  -0.0779
H: -1.433 1.198 -1.947  -0.0278
O: -1.526 0.339 0.764  0.1029
H: -1.551 0.602 -0.184  0.0533
H: -2.286 0.696 1.267  0.0902
O: -3.114 -0.989 2.699  -0.0465
H: 1.297 -0.210 1.078  0.0324
O: 2.460 -1.082 -2.851  0.1410
H: -4.045 -0.658 2.800  0.0816
H: 2.420 -2.026 -2.679  0.0627
O: 1.987 -2.629 2.326  0.0516
H: 2.521 -3.286 2.645  0.0372
H: 1.215 -2.521 2.812  0.0551
O: 2.944 -2.794 -0.049  0.1821
H: -1.016 -2.779 -0.858  -0.0489
H: 4.087 -2.711 0.028  0.2832
O: -3.466 2.403 0.939  -0.0720
H: -3.997 3.027 0.428  0.0630
H: 2.383 3.220 2.087  0.0688
O: -1.945 0.431 -1.881  -0.0010
H: -1.477 -0.325 -2.319  0.1049
H: -0.541 0.666 1.237  0.1714
O: 0.849 0.552 0.773  -0.0736
H: -3.032 -1.475 3.497  0.0268
H: 1.438 1.334 1.283  0.1084
O: -0.122 2.755 -0.317  -0.0947
H: -0.223 1.896 -0.860  0.0305
H: -0.184 3.476 -1.021  0.1084
O: -0.704 -3.571 -0.949  0.1438
H: 3.256 -0.948 -2.275  0.0997
H: 1.537 3.051 1.053  0.0726
O: 0.291 1.795 -3.113  -0.0454
H: -3.926 2.142 1.805  0.0958
H: 1.188 1.926 -2.895  0.0245
H: -0.208 -4.066 -1.589  0.0816
H: 0.138 2.194 -4.026  0.1203

Properties
HOMO-LUMO gap (spin up / spin down) = 10.6 / 3.3 eV
Spin multiplicity = 2
Charge = +2

***

Stability, highest: version a

***

Version a
Density functional theory data (ωB97M-V with the def2-TZVPD basis set) for a 2-piece molecular cluster, CHN2O5 overall.

Last column: Löwdin charge in e.
Cartesian coordinates (Å):
C: 2.255 0.424 -0.220  -0.5174
N: -1.112 -0.871 -0.598  0.0004
N: -0.532 -0.347 0.343  -0.5062
O: 3.089 -0.354 -0.032  0.1500
O: 0.645 -0.661 0.681  -0.1089
O: 1.726 1.407 -0.569  0.1462
O: -1.093 0.601 1.063  -0.1385
O: -2.437 -0.423 -0.755  -0.1330
H: -2.542 0.223 0.086  0.1074

Properties
HOMO-LUMO gap = 8.5 eV
Spin multiplicity = 1
Charge = -1

***

Version b
Density functional theory data (ωB97M-V with the def2-TZVPD basis set) for a 2-piece molecular cluster, CHN2O5 overall.

Last column: Löwdin charge in e.
Cartesian coordinates (Å):
C: -0.647 2.855 -0.646  -0.5367
N: -0.522 0.824 0.073  0.0051
N: -1.007 0.215 1.143  -0.5277
O: 0.090 3.333 0.105  0.1488
O: -2.062 0.645 1.592  -0.0611
O: -1.378 2.754 -1.553  0.1315
O: -0.468 -0.809 1.658  -0.0930
O: 0.701 0.162 -0.394  -0.0722
H: 0.945 -0.542 0.150  0.0053

Properties
HOMO-LUMO gap = 8.2 eV
Spin multiplicity = 1
Charge = -1

***

Stability, highest: version a